{
  "formula": "C42H29N11O2Pt",
  "method": "ωB97M-V with the def2-TZVPD basis set",
  "spin_multiplicity": 1,
  "homo_lumo_gap_ev": 5.09,
  "homo_energy_ev": -13.3,
  "e_above_lowest_kj_mol": 125.1,
  "total_charge": 2,
  "species": ["Pt", "C", "C", "C", "C", "C", "N", "C", "C", "C", "C", "C", "C", "C", "C", "N", "C", "N", "C", "N", "C", "N", "C", "N", "C", "N", "C", "C", "C", "C", "C", "C", "C", "C", "C", "C", "C", "C", "C", "C", "N", "H", "H", "H", "H", "H", "H", "H", "H", "H", "H", "H", "H", "H", "H", "H", "H", "C", "C", "C", "N", "H", "H", "H", "H", "H", "O", "C", "N", "C", "O", "C", "C", "C", "C", "N", "C", "H", "H", "H", "H", "H", "H", "H", "H"],
  "positions_angstrom": [[-0.657, -0.282, 0.542], [-2.033, -5.067, 4.545], [-2.236, -4.037, 5.450], [-1.807, -2.736, 5.169], [-1.194, -2.518, 3.958], [-0.754, -1.287, 3.296], [-0.687, -0.093, 3.848], [-0.735, 1.035, 3.178], [-0.557, 2.387, 3.725], [-0.179, 2.843, 4.966], [-0.095, 4.227, 5.145], [-0.372, 5.104, 4.107], [-0.750, 4.633, 2.845], [-0.847, 3.272, 2.682], [-1.220, 2.445, 1.525], [-1.733, 2.874, 0.391], [-1.969, 2.105, -0.650], [-1.340, 0.920, -0.897], [-1.716, 0.455, -2.120], [-1.186, -0.591, -2.723], [-0.596, -1.584, -2.096], [-0.644, -1.805, -0.756], [-0.050, -2.991, -0.459], [-0.065, -3.543, 0.731], [-0.461, -2.930, 1.827], [-0.377, -1.583, 2.023], [-1.001, -3.555, 3.036], [-1.403, -4.840, 3.317], [0.519, -3.552, -1.694], [1.313, -4.648, -1.937], [1.774, -4.831, -3.244], [1.445, -3.942, -4.257], [0.622, -2.839, -4.008], [0.176, -2.664, -2.719], [-2.695, 1.375, -2.700], [-3.436, 1.324, -3.857], [-4.366, 2.347, -4.071], [-4.506, 3.388, -3.167], [-3.727, 3.450, -2.007], [-2.848, 2.420, -1.778], [-1.061, 1.141, 1.862], [-2.377, -6.061, 4.793], [-2.740, -4.242, 6.384], [-1.969, -1.921, 5.862], [0.043, 2.157, 5.773], [0.185, 4.625, 6.111], [-0.293, 6.169, 4.273], [-0.956, 5.308, 2.025], [-1.248, -5.640, 2.606], [1.587, -5.327, -1.140], [2.411, -5.676, -3.470], [1.836, -4.100, -5.252], [0.358, -2.141, -4.791], [-3.314, 0.514, -4.563], [-4.986, 2.326, -4.956], [-5.235, 4.162, -3.364], [-3.818, 4.276, -1.314], [2.912, -0.426, 5.134], [3.496, 0.300, 3.915], [2.552, 0.328, 2.800], [1.802, 0.330, 1.927], [3.692, -0.543, 5.884], [2.546, -1.415, 4.862], [2.092, 0.142, 5.571], [4.404, -0.198, 3.571], [3.756, 1.328, 4.167], [-0.501, 2.842, -6.020], [0.897, 2.684, -5.970], [1.148, 1.872, -4.799], [2.394, 1.753, -4.282], [3.365, 2.324, -4.732], [2.486, 0.824, -3.105], [3.481, -0.140, -3.046], [3.507, -1.009, -1.967], [2.530, -0.881, -0.989], [1.601, 0.070, -1.020], [1.600, 0.921, -2.040], [-0.745, 3.270, -6.847], [1.429, 3.631, -5.849], [1.285, 2.191, -6.867], [0.366, 1.340, -4.453], [4.229, -0.188, -3.827], [4.260, -1.783, -1.890], [2.503, -1.554, -0.137], [0.877, 1.731, -1.999]]
}